[1]
Computed, not measured: a single C5H11NO molecule in a non-equilibrium geometry, with ωB97M-V with the def2-TZVPD basis set.

Geometry as XYZ:
```
18
Properties=species:S:1:pos:R:3:lowdin_charge:R:1
C -2.489 -0.184 0.954 -0.11
C -1.020 -0.035 0.865 -0.22
C -0.561 -0.014 -0.472 -0.58
O -1.135 0.055 -1.519 0.08
N 0.811 0.234 -0.506 -0.18
C 1.450 -0.350 -1.756 -0.07
C 1.643 0.555 0.665 -0.09
H -3.046 0.192 1.789 0.05
H -2.769 -1.239 0.862 0.08
H -2.946 0.404 -0.021 0.14
H -0.686 0.986 1.249 0.15
H -0.351 -0.923 1.371 0.18
H 1.000 0.089 -2.747 0.11
H 1.499 -1.534 -1.582 0.12
H 2.585 -0.034 -1.874 0.09
H 1.816 -0.208 1.434 0.08
H 1.456 1.475 1.102 0.05
H 2.744 0.533 0.184 0.12
```

Maximum force: 5.59 eV Å⁻¹
2S+1: 1
Calculated total energy: -8898.907 eV
Structure (SMILES): CCC(=O)N(C)C
Relative energy (zero: lowest compared OMol25 entry of this formula, charge and spin): 64.4 kcal per mole
LUMO: 0.8 eV


[2]
Computed, not measured: a single C10H13ClN2 molecule in a non-equilibrium geometry, with ωB97M-V with the def2-TZVPD basis set.

Geometry as XYZ:
```
26
Properties=species:S:1:pos:R:3:lowdin_charge:R:1
C -1.519 -1.365 -2.342 -0.11
C -1.228 -0.033 -2.637 -0.10
C -1.399 -1.807 -1.042 -0.05
C -0.849 0.846 -1.653 -0.03
C -1.047 -0.923 -0.032 -0.18
C -0.823 0.469 -0.291 -0.28
C -0.774 -0.499 2.244 -0.50
C 1.698 1.918 0.452 -0.09
C 0.200 -2.531 1.296 -0.04
C 0.273 2.340 0.822 -0.30
N -0.674 -1.375 1.239 -0.16
N -0.671 1.273 0.749 0.00
Cl 0.321 -0.501 3.556 0.70
H -1.821 -2.045 -3.124 0.09
H -1.304 0.318 -3.657 0.10
H -1.581 -2.844 -0.802 0.11
H -0.649 1.877 -1.900 0.11
H -1.697 0.022 2.427 0.09
H 2.409 2.679 0.771 0.07
H 1.944 0.982 0.951 0.06
H 1.792 1.776 -0.623 0.06
H 0.952 -2.486 0.507 0.11
H 0.688 -2.570 2.267 0.05
H -0.398 -3.433 1.159 0.09
H 0.249 2.696 1.860 0.10
H -0.038 3.183 0.186 0.11
```

Maximum force: 1.98 eV Å⁻¹
2S+1: 1
Calculated total energy: -26081.224 eV
Relative energy (zero: lowest compared OMol25 entry of this formula, charge and spin): 52.9 kcal per mole
LUMO (alpha / beta): 0.4 / 0.4 eV


[3]
Computed, not measured: a molecular structure, C14H29N2O8STi, with ωB97M-V with the def2-TZVPD basis set.

Geometry as XYZ:
```
55
Properties=species:S:1:pos:R:3:lowdin_charge:R:1
Ti 0.640 -0.338 -0.079 1.21
C -2.066 0.620 -1.350 -0.09
C -3.004 0.515 -0.163 -0.13
O -2.230 0.252 0.999 -0.16
C -2.102 1.345 1.900 -0.12
C -1.309 2.461 1.277 -0.12
O -0.070 1.931 0.731 -0.21
C 0.964 2.926 0.858 -0.12
C 2.190 2.393 0.164 -0.11
O 2.258 0.953 0.388 -0.33
C 2.995 0.540 1.577 -0.07
C 1.974 0.315 2.664 -0.07
O 0.890 -0.445 2.059 -0.23
C 0.720 -1.777 2.615 -0.08
C -0.565 -2.282 2.037 -0.07
O -0.521 -1.982 0.617 -0.24
C -1.720 -2.424 -0.061 -0.08
C -1.643 -1.805 -1.432 -0.08
O -1.086 -0.463 -1.275 -0.32
H -1.477 1.535 -1.340 0.12
H -2.591 0.536 -2.302 0.16
H -3.711 -0.306 -0.292 0.14
H -3.596 1.430 -0.075 0.16
H -1.587 0.949 2.775 0.14
H -3.080 1.715 2.216 0.16
H -1.075 3.204 2.040 0.15
H -1.849 2.968 0.474 0.14
H 1.137 3.118 1.919 0.14
H 0.651 3.862 0.389 0.16
H 3.104 2.852 0.536 0.16
H 2.143 2.533 -0.909 0.08
H 3.723 1.306 1.836 0.16
H 3.517 -0.374 1.308 0.15
H 1.542 1.237 3.045 0.14
H 2.400 -0.247 3.494 0.16
H 0.650 -1.707 3.700 0.17
H 1.580 -2.387 2.334 0.15
H -1.433 -1.768 2.453 0.15
H -0.664 -3.360 2.174 0.17
H -2.578 -2.091 0.519 0.14
H -1.710 -3.513 -0.124 0.17
H -2.619 -1.741 -1.910 0.16
H -0.959 -2.346 -2.074 0.11
N 0.218 1.090 -4.399 0.18
C 0.609 0.079 -3.646 -0.70
N 0.435 -1.165 -4.025 0.19
S 1.511 0.473 -2.177 0.93
H -0.120 0.953 -5.344 0.15
H 0.439 2.036 -4.129 0.13
H 0.060 -1.394 -4.938 0.16
H 0.824 -1.917 -3.469 0.09
O 1.239 -2.784 -1.805 0.05
C 2.067 -2.616 -0.948 -0.31
O 1.965 -1.617 -0.067 -0.18
H 2.921 -3.275 -0.766 0.18
```

Maximum force: 0.46 eV Å⁻¹
2S+1: 1
Calculated total energy: -68274.386 eV
Total charge: +3
Relative energy (zero: lowest compared OMol25 entry of this formula, charge and spin): 8.4 kcal per mole
LUMO: -11.3 eV


[4]
Computed, not measured: a single C2H2ClNO2 molecule in a non-equilibrium geometry, with ωB97M-V with the def2-TZVPD basis set.

Geometry as XYZ:
```
8
Properties=species:S:1:pos:R:3:lowdin_charge:R:1
C -1.196 -0.283 -0.070 0.10
C 0.085 -0.136 0.291 -0.56
N 0.642 1.070 0.139 -0.06
O -0.038 2.090 0.003 0.01
O 2.634 -0.737 -0.001 -0.66
Cl 1.298 -1.431 0.042 0.99
H -1.642 -1.245 -0.307 0.08
H -1.782 0.672 -0.096 0.10
```

Maximum force: 4.78 eV Å⁻¹
2S+1: 1
Calculated total energy: -20205.798 eV
Relative energy (zero: lowest compared OMol25 entry of this formula, charge and spin): 180.2 kcal per mole
LUMO (alpha / beta): -1.8 / -1.8 eV


[5]
Computed, not measured: a molecular structure, C24H47BGeN6O5PbSi3 in a non-equilibrium geometry, with ωB97M-V with the def2-TZVPD basis set.

Geometry as XYZ:
```
88
Properties=species:S:1:pos:R:3:lowdin_charge:R:1
Pb 0.577 2.146 -1.320 1.26
N 1.409 4.634 -1.539 -0.10
C 2.843 4.493 -1.315 -0.19
C 3.108 3.620 -0.090 -0.58
O 4.176 3.668 0.503 0.03
N 2.079 2.832 0.228 -0.14
C 2.198 2.081 1.443 -0.13
C 1.950 0.621 1.232 -0.68
O 1.771 -0.130 2.186 -0.07
O 1.936 0.147 0.032 -0.33
H 0.988 5.067 -0.724 0.07
H 1.229 5.222 -2.346 0.09
H 3.293 4.002 -2.181 0.12
H 3.352 5.448 -1.156 0.12
H 3.204 2.221 1.870 0.14
H 1.457 2.424 2.174 0.15
O -0.736 -0.596 0.088 -0.06
B -0.975 0.806 0.111 -0.58
O -2.335 0.998 0.319 0.11
C -2.925 -0.224 0.360 -0.20
C -4.256 -0.553 0.508 0.02
C -4.593 -1.888 0.350 -0.06
C -3.636 -2.854 0.074 -0.07
C -2.287 -2.534 0.007 -0.04
C -1.952 -1.207 0.172 -0.24
H -4.996 0.198 0.718 0.10
H -5.630 -2.171 0.424 0.11
H -3.956 -3.869 -0.102 0.11
H -1.520 -3.272 -0.182 0.11
C -5.650 3.020 0.726 -0.07
C -5.683 3.399 -0.752 -0.39
C -5.268 2.213 -1.621 -0.07
C -4.797 4.629 -1.022 -0.11
N -3.396 4.360 -0.861 -0.08
C -2.516 3.761 -1.681 -0.11
N -1.348 3.746 -1.078 -0.11
N -1.528 4.343 0.096 0.01
N -2.724 4.707 0.232 0.09
H -6.307 2.171 0.899 0.08
H -5.988 3.838 1.357 0.08
H -4.641 2.751 1.031 0.07
H -6.702 3.694 -1.024 0.14
H -4.293 1.843 -1.309 0.06
H -5.228 2.491 -2.672 0.08
H -5.985 1.403 -1.518 0.09
H -5.038 5.415 -0.303 0.13
H -4.964 4.994 -2.039 0.14
H -2.729 3.383 -2.657 0.14
C -1.007 -3.151 2.885 -0.19
Si 0.889 -2.923 2.820 0.62
C 1.501 -2.049 4.404 -0.18
C 1.711 -4.636 2.548 -0.22
Ge 1.504 -1.845 0.350 1.01
Si 1.160 -2.130 -2.170 0.51
C -0.485 -1.478 -2.915 -0.18
C 2.591 -1.207 -3.049 -0.20
C 1.278 -4.019 -2.484 -0.21
Si 4.314 -1.757 0.406 0.68
C 5.092 -0.310 -0.563 -0.16
C 4.679 -1.660 2.274 -0.18
C 4.761 -3.474 -0.321 -0.19
H -1.309 -3.577 3.838 0.04
H -1.348 -3.822 2.103 0.02
H -1.531 -2.208 2.767 0.03
H 1.167 -2.582 5.292 0.04
H 1.106 -1.039 4.452 0.03
H 2.582 -1.977 4.448 0.02
H 1.427 -5.304 3.355 0.03
H 2.794 -4.587 2.531 0.01
H 1.381 -5.090 1.618 0.02
H -0.594 -0.414 -2.720 -0.01
H -1.350 -1.980 -2.491 0.02
H -0.517 -1.618 -3.993 0.04
H 2.727 -0.232 -2.589 0.00
H 2.393 -1.051 -4.106 0.04
H 3.527 -1.750 -2.974 0.01
H 0.494 -4.564 -1.968 0.02
H 2.227 -4.422 -2.146 0.01
H 1.184 -4.241 -3.542 0.03
H 4.486 0.588 -0.487 0.02
H 5.219 -0.543 -1.616 0.03
H 6.075 -0.068 -0.162 0.05
H 4.283 -0.741 2.695 0.03
H 5.752 -1.671 2.449 0.04
H 4.237 -2.491 2.815 0.01
H 4.609 -3.517 -1.394 0.02
H 4.191 -4.280 0.130 0.02
H 5.813 -3.666 -0.137 0.04
```

Maximum force: 1.60 eV Å⁻¹
2S+1: 2
Calculated total energy: -130898.439 eV
Total charge: +1
Relative energy (zero: lowest compared OMol25 entry of this formula, charge and spin): 79.1 kcal per mole
⟨S²⟩: 0.7523
LUMO (alpha / beta): -2.6 / -5.4 eV


[6]
Computed, not measured: a single C3H9N5 molecule in a non-equilibrium geometry, with ωB97M-V with the def2-TZVPD basis set.

Geometry as XYZ:
```
17
Properties=species:S:1:pos:R:3:lowdin_charge:R:1
H -1.129 1.801 -1.692 0.13
N -0.910 0.926 -0.995 0.06
C 0.301 0.845 -0.574 -0.54
N 1.343 1.658 -0.696 0.08
C 0.925 -0.541 -0.295 -0.38
N 2.173 -0.720 -0.418 0.11
H 2.383 -1.804 -0.417 0.11
N -0.271 -1.373 -0.341 -0.07
N -1.478 -1.149 0.429 -0.16
C -1.186 -0.316 1.651 -0.11
H 2.349 1.454 -0.618 0.09
H 1.167 2.806 -0.844 0.19
H -0.235 -2.441 -0.532 0.15
H -2.050 -0.689 -0.374 0.12
H -2.128 -0.026 2.249 0.10
H -0.604 -1.074 2.151 0.06
H -0.650 0.641 1.315 0.06
```

Maximum force: 7.63 eV Å⁻¹
2S+1: 1
Calculated total energy: -10703.417 eV
Structure (SMILES): [H]/N=C(N)/C(=N/[H])NNC
Relative energy (zero: lowest compared OMol25 entry of this formula, charge and spin): 106.8 kcal per mole
LUMO: 1.0 eV